# C3H9N2P

C3H9N2P in the gas phase (wB97M-V/def2-TZVPD, OMol25).

Geometry as XYZ:
```
15
Properties=species:S:1:pos:R:3:forces:R:3
C -2.115 1.159 -0.475 0.093 -0.637 -0.732
N -1.682 -0.178 -0.463 7.141 -2.759 1.290
C -0.329 -0.401 -0.035 -7.256 1.270 -1.972
C 0.121 -1.795 -0.148 1.980 0.324 1.185
P 0.780 0.848 0.751 -1.050 -0.267 1.006
N 2.257 -0.018 0.898 2.622 1.535 -1.311
H -1.687 1.539 0.389 0.562 2.157 1.674
H -3.164 1.108 -0.396 -1.418 0.515 0.029
H -1.827 1.657 -1.391 0.100 0.417 -0.136
H 1.199 -1.629 0.152 -0.770 -1.481 -0.971
H -0.283 -2.515 0.585 -0.193 0.464 -0.401
H -0.075 -2.079 -1.173 0.321 -0.522 -0.066
H 1.183 1.617 -0.295 -0.334 0.817 -1.292
H 2.840 0.157 -0.021 -1.353 -0.802 2.400
H 2.784 0.530 1.622 -0.445 -1.029 -0.703
```
Forces are in eV/Å.

Properties
Lowest unoccupied orbital energy (spin up / spin down) ... 0.66 / 0.66 eV
HOMO energy (spin up / spin down) ... -8.7880 / -8.7873 eV
Energy relative to the best compared isomer or geometry (same formula, charge and spin) ... 1.902 eV
Multiplicity ... 1
Kohn-Sham gap (spin up / spin down) ... 9.4 / 9.4 eV

natural (NBO) atomic charge list, values in e, 4 entries:
1 C -0.450
2 N -0.389
3 C -0.037
4 C -0.702

---

# C6H9O5Pt

A molecular structure, C6H9O5Pt (wB97M-V/def2-TZVPD, OMol25).

Geometry as XYZ:
```
21
Properties=species:S:1:pos:R:3:forces:R:3
C 0.971 2.269 -0.859 0.313 0.882 -0.528
O 0.459 1.210 0.006 -0.067 -0.019 -0.453
C -0.673 1.374 0.632 -0.506 1.911 1.104
O -1.127 0.422 1.309 0.302 -1.040 0.515
C -0.304 -0.793 1.587 -1.241 -0.074 -0.882
C -0.548 -1.826 0.516 -1.339 -1.377 -0.017
O 0.629 -1.797 -0.338 -2.521 -2.087 -1.549
C 0.660 -2.739 -1.397 0.312 -0.902 -1.001
Pt 1.522 -0.483 0.734 4.318 2.615 3.194
H 1.830 1.823 -1.365 -0.258 0.096 0.025
H 0.175 2.565 -1.550 0.179 -0.143 0.163
H 1.282 3.121 -0.249 -0.140 -0.227 0.036
H -0.675 -1.112 2.561 0.661 0.239 0.070
H -1.437 -1.642 -0.107 0.198 -0.011 0.232
H -0.612 -2.829 0.963 -0.036 0.219 -0.152
H 0.937 -3.729 -1.008 -0.088 0.295 -0.098
H -0.325 -2.791 -1.881 0.262 0.121 0.162
H 1.407 -2.398 -2.120 -0.188 -0.116 0.169
O -2.018 3.165 -0.101 0.531 -0.781 0.221
C -1.284 2.817 0.823 -1.054 1.946 -0.541
O -0.867 3.371 1.843 0.364 -1.548 -0.671
```
Forces are in eV/Å.

Properties
Lowest unoccupied orbital energy (spin up / spin down) ... -5.75 / -6.87 eV
HOMO energy (spin up / spin down) ... -12.9100 / -12.9158 eV
Total charge ... +1
Multiplicity ... 3
Kohn-Sham gap (spin up / spin down) ... 7.2 / 6.0 eV

natural (NBO) atomic charge list, values in e, 4 entries:
1 C -0.266
2 O -0.529
3 C 0.767
4 O -0.402

---

# C8H11O3

A molecular structure, C8H11O3 (wB97M-V/def2-TZVPD, OMol25).

Geometry as XYZ:
```
22
Properties=species:S:1:pos:R:3:forces:R:3
C -0.875 2.225 1.917 0.370 0.344 -0.395
C 0.400 1.427 1.691 0.236 -0.132 -0.437
C 0.125 0.637 0.384 1.761 -0.020 -0.233
C 0.220 1.392 -0.923 -0.733 0.267 0.190
C 0.597 0.765 -2.107 -0.357 0.322 0.016
C 0.887 -0.581 -2.217 -0.761 0.281 -0.707
C 0.627 -1.490 -1.083 0.536 0.835 0.566
C 0.810 -0.649 0.173 -2.680 -0.172 0.449
O 1.423 -1.236 1.154 1.924 -0.544 1.323
O -0.939 -0.259 0.568 1.175 -0.217 0.002
O -0.605 -2.124 -1.009 -0.982 -0.718 -0.257
H -0.865 2.876 2.788 0.125 -0.055 0.066
H -1.020 2.845 1.020 -0.367 -0.013 0.387
H -1.672 1.497 2.004 -0.380 0.146 -0.004
H 1.309 2.050 1.624 -0.375 -0.117 -0.163
H 0.556 0.724 2.518 -0.025 0.004 -0.315
H -0.100 2.431 -0.931 0.140 -0.103 -0.141
H 0.569 1.360 -3.020 0.295 -0.033 0.213
H 1.127 -1.024 -3.170 0.055 0.064 -0.170
H 1.323 -2.309 -1.105 1.073 -0.259 0.219
H -1.008 -1.770 -0.182 -0.183 0.052 -0.904
H 2.070 -1.885 0.809 -0.846 0.067 0.297
```
Forces are in eV/Å.

Properties
Lowest unoccupied orbital energy (spin up / spin down) ... 0.44 / -0.73 eV
HOMO energy (spin up / spin down) ... -8.0733 / -9.4673 eV
Energy relative to the best compared isomer or geometry (same formula, charge and spin) ... 0.016 eV
Multiplicity ... 2
Kohn-Sham gap (spin up / spin down) ... 8.5 / 8.7 eV

natural (NBO) atomic charge list, values in e, 4 entries:
1 C -0.608
2 C -0.409
3 C 0.122
4 C -0.132

---

# C25H50N4O4P

4 unconnected molecules or ions with the total composition C25H50N4O4P (wB97M-V/def2-TZVPD, OMol25).

Geometry as XYZ:
```
84
Properties=species:S:1:pos:R:3:forces:R:3
C 3.486 -3.819 0.743 -0.386 -0.052 0.146
O 3.026 -4.977 0.076 0.234 -0.271 -0.124
C 1.922 -5.562 0.724 -0.338 -0.082 0.471
C 0.633 -4.740 0.635 0.353 0.342 0.044
C 0.417 -4.021 -0.697 -0.332 0.013 0.185
C -0.430 -2.772 -0.486 -0.093 0.028 -0.156
C -0.787 -2.042 -1.780 0.528 -0.025 0.071
C -1.088 -0.546 -1.614 -0.348 -0.095 -0.057
C -1.803 -0.138 -0.325 -0.254 0.306 -0.332
C -1.759 1.383 -0.134 0.307 -0.165 -0.250
C -0.473 1.922 0.515 -0.500 0.361 0.287
C 0.001 1.186 1.774 0.260 -0.554 -0.150
C 1.245 0.337 1.485 0.346 0.458 -0.674
N 2.334 1.163 1.048 -0.101 0.032 0.646
C 3.572 0.515 1.162 -0.395 0.248 -0.486
P 4.353 0.110 -0.486 -0.570 0.210 -0.157
O 3.949 0.896 -1.655 0.180 0.174 -0.072
O 5.989 0.194 -0.295 -0.055 -0.290 -0.157
O 4.095 -1.502 -0.765 0.357 0.543 0.265
H 2.747 -3.013 0.713 0.075 0.005 -0.051
H 3.692 -4.041 1.795 0.148 -0.060 0.095
H 4.378 -3.461 0.240 -0.064 -0.283 0.158
H 2.175 -5.690 1.788 -0.020 -0.049 0.053
H 1.766 -6.566 0.331 0.162 0.056 -0.387
H -0.222 -5.372 0.879 -0.017 -0.121 0.004
H 0.671 -3.977 1.418 -0.036 0.057 0.044
H 1.374 -3.701 -1.104 0.093 -0.099 -0.103
H -0.040 -4.699 -1.419 0.036 -0.019 -0.111
H 0.142 -2.103 0.159 -0.017 0.038 0.041
H -1.353 -3.010 0.053 0.003 -0.084 0.115
H 0.077 -2.134 -2.445 -0.036 -0.007 -0.129
H -1.603 -2.569 -2.278 -0.156 0.029 0.014
H -0.180 0.047 -1.737 0.185 -0.112 0.202
H -1.743 -0.243 -2.436 0.082 0.103 -0.109
H -1.388 -0.637 0.545 0.048 -0.077 0.067
H -2.853 -0.438 -0.408 -0.031 -0.159 0.096
H -2.655 1.723 0.388 0.039 -0.039 0.251
H -1.818 1.826 -1.133 -0.204 0.133 -0.014
H 0.330 1.966 -0.217 0.228 -0.165 0.073
H -0.673 2.963 0.785 0.052 0.087 -0.123
H -0.781 0.512 2.142 -0.156 0.117 0.090
H 0.242 1.876 2.583 0.051 0.162 -0.021
H 0.937 -0.391 0.696 -0.041 -0.204 0.186
H 1.519 -0.254 2.384 -0.178 -0.174 0.107
H 3.526 -0.463 1.684 0.270 -0.070 0.200
H 4.338 1.144 1.653 0.212 -0.140 -0.061
H 6.376 -0.642 -0.027 0.099 -0.013 0.252
H 4.901 -1.954 -1.021 0.023 -0.054 -0.368
C -3.197 4.461 2.193 -0.017 0.051 -0.036
C -4.527 5.154 1.922 0.165 -0.034 0.087
C -5.633 4.177 1.505 0.170 0.129 0.006
C -5.283 3.476 0.269 -0.119 -0.086 -0.032
N -5.007 2.939 -0.707 -0.045 0.030 -0.059
H -2.812 3.966 1.300 -0.026 -0.033 0.012
H -2.451 5.188 2.514 -0.004 0.003 0.017
H -3.296 3.709 2.978 0.012 -0.019 -0.005
H -4.392 5.905 1.142 -0.062 0.017 -0.006
H -4.852 5.686 2.818 -0.062 0.020 -0.031
H -6.574 4.703 1.339 -0.032 -0.025 0.009
H -5.798 3.434 2.287 -0.005 -0.033 -0.005
C -3.069 8.740 -1.260 -0.046 0.000 0.004
C -4.280 9.478 -0.701 0.099 -0.091 -0.128
C -3.999 10.149 0.649 -0.067 -0.072 -0.083
C -3.614 9.161 1.657 0.032 -0.023 0.008
N -3.313 8.348 2.409 -0.025 0.017 0.074
H -2.758 7.928 -0.601 0.015 0.018 0.024
H -3.301 8.303 -2.230 0.010 0.004 -0.007
H -2.222 9.416 -1.388 0.012 -0.003 0.003
H -5.113 8.780 -0.590 -0.030 0.030 0.033
H -4.600 10.246 -1.407 -0.029 0.043 0.055
H -4.883 10.678 1.008 0.013 0.035 0.025
H -3.191 10.875 0.554 0.015 0.015 0.009
C 4.707 -7.842 -0.982 -0.062 -0.090 0.027
C 4.119 -8.994 -1.790 0.160 0.079 0.117
C 3.336 -8.512 -3.017 0.025 -0.090 0.185
C 2.206 -7.670 -2.625 -0.002 0.135 -0.163
N 1.332 -6.992 -2.319 -0.086 -0.132 0.013
H 3.932 -7.185 -0.587 0.020 0.061 -0.049
H 5.281 -8.223 -0.136 0.019 0.001 -0.008
H 5.375 -7.235 -1.595 0.005 0.019 -0.007
H 3.461 -9.592 -1.156 -0.027 -0.017 -0.031
H 4.922 -9.652 -2.128 -0.050 -0.034 -0.068
H 2.949 -9.357 -3.588 0.002 0.003 -0.036
H 3.984 -7.932 -3.675 -0.016 0.033 -0.020
```
Forces are in eV/Å.

Properties
Lowest unoccupied orbital energy ... 1.99 eV
HOMO energy ... -1.8595 eV
Total charge ... -1
Multiplicity ... 1
Kohn-Sham gap ... 3.9 eV

Löwdin atomic charge list, values in e, 4 entries:
1 C -0.102
2 O -0.215
3 C -0.260
4 C -0.181

---

# H3N3O2

H3N3O2 in the gas phase (wB97M-V/def2-TZVPD, OMol25).

Geometry as XYZ:
```
8
Properties=species:S:1:pos:R:3:forces:R:3
N -0.868 0.475 -0.351 2.072 -1.999 -0.644
N 0.219 -0.306 -0.006 -0.904 -1.843 -0.740
N 1.373 0.173 -0.077 -2.664 2.354 1.091
O 1.666 1.380 0.006 0.468 -0.521 -0.772
O 2.353 -0.745 -0.027 1.082 -0.610 -0.180
H -1.714 0.273 0.094 -0.908 -1.010 0.943
H -0.687 1.405 -0.364 0.857 3.593 0.044
H 2.030 -1.473 -0.585 -0.002 0.036 0.257
```
Forces are in eV/Å.

Properties
Lowest unoccupied orbital energy ... 0.92 eV
HOMO energy ... -9.0213 eV
Energy relative to the best compared isomer or geometry (same formula, charge and spin) ... 0.779 eV
Multiplicity ... 1
Kohn-Sham gap ... 9.9 eV

natural (NBO) atomic charge list, values in e, 4 entries:
1 N -0.625
2 N -0.128
3 N 0.498
4 O -0.492

---

# C6H7CuO6

A molecular structure, C6H7CuO6 (wB97M-V/def2-TZVPD, OMol25).

Geometry as XYZ:
```
20
Properties=species:S:1:pos:R:3:forces:R:3
Cu 0.917 0.092 2.487 0.110 -0.148 -0.457
O 2.325 -0.229 1.217 -0.234 0.137 0.986
O 2.091 -0.232 -0.970 -0.587 -0.478 -1.015
O 3.449 1.257 -0.056 -1.207 -0.252 0.162
C 2.628 0.371 0.133 2.123 0.267 0.096
C 1.507 -1.505 -0.769 0.978 0.708 1.846
C 0.185 -1.526 -0.042 -2.289 -0.067 -1.034
H 1.345 -1.914 -1.773 -0.250 -0.035 0.344
H 2.171 -2.141 -0.166 0.178 -0.049 -0.562
H -0.320 -2.471 -0.272 -0.040 0.379 0.022
O -0.477 -1.124 1.327 1.430 -0.082 0.203
O -0.289 0.904 0.224 0.035 0.029 0.255
C -1.346 1.775 -0.188 -0.076 0.165 -0.193
C -2.567 0.865 -0.146 -0.196 0.152 0.077
O -1.991 -0.424 -0.368 -0.405 -0.041 0.015
C -0.735 -0.403 0.159 0.207 -0.392 -0.812
H -1.403 2.612 0.515 0.023 -0.152 -0.216
H -1.134 2.140 -1.203 -0.032 -0.068 0.279
H -3.291 1.064 -0.942 0.157 -0.080 0.211
H -3.066 0.888 0.833 0.074 0.007 -0.206
```
Forces are in eV/Å.

Properties
Lowest unoccupied orbital energy ... -0.82 eV
HOMO energy ... -8.8408 eV
Energy relative to the best compared isomer or geometry (same formula, charge and spin) ... 0.000 eV
Multiplicity ... 1
Kohn-Sham gap ... 8.0 eV

natural (NBO) atomic charge list, values in e, 4 entries:
1 Cu 0.914
2 O -0.960
3 O -0.531
4 O -0.660

---

# C13H17CeCl3N2OS4

A molecular structure, C13H17CeCl3N2OS4 (wB97M-V/def2-TZVPD, OMol25).

Geometry as XYZ:
```
41
Properties=species:S:1:pos:R:3:forces:R:3
Ce 0.148 -0.362 -0.598 3.070 -4.728 0.618
C -2.060 0.716 1.666 -0.761 0.004 0.581
C -3.034 0.288 0.560 -0.184 0.247 0.557
S -2.358 -0.947 -0.599 -2.051 0.596 -1.708
C -2.757 -0.175 -2.213 -0.580 0.100 -0.535
C -2.232 1.240 -2.488 -0.734 -0.319 -0.292
S -0.423 1.401 -2.341 -1.289 2.655 -1.732
C -0.285 2.867 -1.248 0.240 0.479 0.292
C -0.979 2.822 0.121 -0.024 0.552 -0.199
S -0.445 1.441 1.183 -1.466 1.520 1.345
H -2.559 1.446 2.313 0.097 0.036 -0.185
H -1.835 -0.149 2.300 0.132 0.466 -0.139
H -3.901 -0.182 1.038 0.170 0.113 0.039
H -3.431 1.155 0.030 0.134 -0.142 -0.162
H -2.378 -0.855 -2.985 -0.051 -0.019 0.421
H -3.848 -0.177 -2.315 0.108 0.149 0.019
H -2.484 1.500 -3.523 0.079 -0.095 0.156
H -2.749 1.976 -1.869 0.356 0.033 0.091
H 0.786 3.046 -1.101 -0.062 -0.131 -0.196
H -0.663 3.728 -1.810 0.078 -0.168 0.042
H -0.722 3.742 0.659 0.008 -0.116 -0.171
H -2.064 2.845 0.011 0.091 -0.257 0.125
O 1.875 -0.367 0.906 -1.346 -1.413 0.428
N 1.676 -1.198 2.005 -1.302 -0.333 -0.535
C 2.727 -1.166 2.889 -0.234 0.175 -0.479
C 2.704 -1.905 4.005 -0.980 -1.279 1.086
C 1.568 -2.745 4.283 1.789 0.759 0.428
C 0.528 -2.796 3.437 -0.745 1.534 -2.937
C 0.509 -1.977 2.163 3.148 -0.665 3.803
S -0.852 -2.103 1.148 1.136 -0.546 0.171
H 3.566 -0.521 2.647 -0.391 -0.031 -0.314
H 3.531 -1.881 4.702 -0.007 0.069 -0.115
H 1.575 -3.333 5.192 -0.076 -0.023 -0.049
H -0.329 -3.424 3.639 -0.040 0.077 -0.188
Cl 3.284 -0.387 -5.543 -0.101 0.014 0.607
C 3.937 -0.360 -3.885 0.931 -0.094 -0.811
Cl 4.952 -1.802 -3.622 -0.505 0.365 0.151
Cl 4.920 1.109 -3.657 -0.475 -0.312 0.174
C 2.827 -0.361 -2.921 -1.472 -0.042 1.329
N 1.947 -0.362 -2.158 2.796 -0.040 -2.406
H -0.674 -1.785 -2.022 0.512 0.813 0.691
```
Forces are in eV/Å.

Properties
Lowest unoccupied orbital energy (spin up / spin down) ... -7.24 / -7.24 eV
HOMO energy (spin up / spin down) ... -14.5003 / -14.5002 eV
Total charge ... +2
Multiplicity ... 1
Kohn-Sham gap (spin up / spin down) ... 7.3 / 7.3 eV

Löwdin atomic charge list, values in e, 4 entries:
1 Ce 0.236
2 C -0.454
3 C -0.409
4 S 0.745

---

# C5H14

2 unconnected molecules or ions with the total composition C5H14 (wB97M-V/def2-TZVPD, OMol25).

Geometry as XYZ:
```
19
Properties=species:S:1:pos:R:3:forces:R:3
C 0.289 -2.332 0.746 -0.529 -0.221 1.239
C 0.700 -0.980 0.132 -0.908 -2.241 -1.258
C 2.059 -0.474 0.546 -0.242 -0.043 0.533
H 0.076 -2.144 1.800 0.054 -0.283 0.250
H 0.979 -3.179 0.713 0.691 0.531 -0.142
H -0.617 -2.824 0.369 -0.120 0.772 -0.342
H 0.665 -1.219 -0.944 0.494 0.536 -0.011
H -0.144 -0.310 0.247 0.199 0.411 0.405
H 2.746 -1.305 0.690 0.230 -0.156 -0.656
H 2.384 0.219 -0.227 0.511 0.148 0.328
H 2.085 -0.034 1.550 -0.347 0.447 -0.290
C -2.052 1.584 -0.408 -1.050 1.077 -0.469
C -0.746 2.082 -0.990 0.779 -1.614 -0.017
H -1.983 1.036 0.527 0.332 -0.032 0.059
H -2.658 2.482 -0.221 -0.186 -0.351 0.221
H -2.623 0.975 -1.110 0.091 -0.035 -0.024
H -0.827 2.732 -1.857 -0.284 0.412 0.325
H -0.200 1.212 -1.379 0.151 0.166 0.101
H -0.133 2.478 -0.183 0.135 0.477 -0.252
```
Forces are in eV/Å.

Properties
Lowest unoccupied orbital energy ... 1.10 eV
HOMO energy ... -11.0631 eV
Energy relative to the best compared isomer or geometry (same formula, charge and spin) ... 0.483 eV
Multiplicity ... 1
Kohn-Sham gap ... 12.2 eV

natural (NBO) atomic charge list, values in e, 4 entries:
1 C -0.612
2 C -0.404
3 C -0.614
4 H 0.194

---

| no. | calculated total energy (Eh) |
| --- | --- |
| 1 | -570.478097 |
| 2 | -729.010131 |
| 3 | -537.005796 |
| 4 | -1843.926725 |
| 5 | -316.378190 |
| 6 | -2324.666910 |
| 7 | -4138.060682 |
| 8 | -198.871403 |